Formula: C2H3NOS
Source: the Open Molecules 2025 dataset
Level of theory: ωB97M-V/def2-TZVPD

## Properties
**Kohn-Sham gap**: 8.392 eV
**E_LUMO**: -0.683 eV

Structure (ORCA input):
```
! RIJCOSX wB97M-V def2-TZVPD def2/J DEFGRID3
* xyz 0 1
C -0.62986 -0.59859 0.37348
C 0.99419 1.04624 -0.52040
N 1.56282 1.28040 0.51174
O 0.67248 0.99856 -1.62309
S -1.81572 -1.59463 -0.12217
H -0.24990 -0.78415 1.34292
H -1.82900 -1.23896 -1.30109
H 1.29498 0.89113 1.33861
*
```

Let us look at the Löwdin charges, expressed in e, one per atom:
1. C -0.41
2. C -0.52
3. N 0.17
4. O 0.13
5. S 0.85
6. H -0.05
7. H -0.19
8. H 0.01

=====

Formula: C6H11N2
Source: the Open Molecules 2025 dataset
Level of theory: ωB97M-V/def2-TZVPD

## Properties
**Kohn-Sham gap (spin up / spin down)**: 8.310 / 9.297 eV
**E_LUMO (spin up / spin down)**: -4.087 / -4.066 eV

Structure (ORCA input):
```
! RIJCOSX wB97M-V def2-TZVPD def2/J DEFGRID3
* xyz 1 1
C -2.18023 0.16163 -0.28620
C -1.35267 1.40521 0.44016
C 2.13213 -0.23842 0.28467
C -0.81547 -0.30488 -0.85753
C 0.69530 -0.45972 0.72991
C -0.13284 0.68421 -0.00621
N 2.00397 0.94754 -0.60760
N -0.03538 -1.41739 -0.24771
H -2.55683 -0.62416 0.48038
H -2.79138 0.63524 -0.96553
H -1.48847 2.31487 -0.13638
H -1.24365 1.59144 1.52782
H 2.99648 -0.05952 0.97695
H 2.37894 -1.12107 -0.23651
H -0.83209 -0.44390 -1.90281
H 0.53702 -0.81357 1.80686
H 2.47210 1.72331 -0.15245
H -0.36810 -2.32746 0.21128
H 0.58117 -1.65336 -1.05911
*
```

Let us look at the Löwdin charges, expressed in e, one per atom:
1. C 0.01
2. C -0.04
3. C -0.23
4. C -0.22
5. C -0.13
6. C -0.12
7. N 0.10
8. N 0.13
9. H 0.16
10. H 0.09
11. H 0.12
12. H 0.13
13. H 0.14
14. H 0.08
15. H 0.15
16. H 0.18
17. H 0.05
18. H 0.22
19. H 0.19

=====

Formula: C43H35F2GeMnNSSi
Source: the Open Molecules 2025 dataset
Level of theory: ωB97M-V/def2-TZVPD

## Properties
**Kohn-Sham gap (spin up / spin down)**: 8.478 / 8.498 eV
**E_LUMO (spin up / spin down)**: -2.940 / -2.913 eV

Structure (ORCA input):
```
! RIJCOSX wB97M-V def2-TZVPD def2/J DEFGRID3
* xyz 1 1
Mn -0.91629 0.16725 -0.82812
S 1.74173 0.39780 1.19146
C 0.29584 1.32678 1.65014
C 0.26544 1.96593 2.88376
C -0.86044 2.67506 3.25163
C -1.92728 2.75509 2.36893
C -1.83994 2.07634 1.17282
N -0.76196 1.35461 0.82814
H 1.12911 1.89445 3.52975
H -0.89886 3.17038 4.21398
H -2.82197 3.31429 2.60479
H -2.65366 2.08010 0.46074
F -3.29606 1.09984 -1.65456
C -2.73730 -0.08363 -1.25455
F -2.00050 -0.56298 -2.45910
H -3.53722 -0.78610 -1.06331
C 4.35105 5.49934 0.33068
C 4.94788 4.61363 -0.55345
C 4.35301 3.38327 -0.81286
C 3.15154 3.02152 -0.19476
C 2.57128 3.92600 0.70188
C 3.16214 5.15365 0.96286
Si 2.35692 1.40861 -0.60972
C 3.49812 0.21650 -1.42839
C 3.92025 -0.96617 -0.81536
C 4.77953 -1.84036 -1.46929
C 5.22778 -1.54448 -2.74755
C 4.81904 -0.37534 -3.37703
C 3.96012 0.49626 -2.72224
C 0.88021 1.71991 -1.72647
C 0.16463 2.93993 -1.66179
C -0.74679 3.28649 -2.63508
C -0.95155 2.44820 -3.73824
C -0.26601 1.26027 -3.83676
C 0.62826 0.88298 -2.82586
H 4.81482 6.45612 0.53534
H 5.87994 4.87499 -1.03813
H 4.84758 2.69861 -1.49132
H 1.65051 3.67350 1.21962
H 2.69973 5.83970 1.66193
H 3.58553 -1.22070 0.18448
H 5.09992 -2.75123 -0.97937
H 5.89619 -2.22701 -3.25709
H 5.16818 -0.14494 -4.37533
H 3.64135 1.39925 -3.23469
H 0.35426 3.63112 -0.84902
H -1.28668 4.22210 -2.55989
H -1.64544 2.73917 -4.51646
H -0.41510 0.61161 -4.68973
H 1.18732 -0.03792 -2.94109
C -0.82747 -1.14191 0.12324
Ge -1.45364 -2.32349 1.56627
C -0.81912 -4.09262 1.24238
C 0.36595 -4.31427 0.53725
C 0.87609 -5.59995 0.40842
C 0.20559 -6.67005 0.98527
C -0.97200 -6.46018 1.69057
C -1.48300 -5.17521 1.82301
C -3.35910 -2.12192 1.38517
C -3.97102 -0.91348 1.74026
C -5.32847 -0.71637 1.52817
C -6.09269 -1.72705 0.95388
C -5.49868 -2.92688 0.59027
C -4.13642 -3.12367 0.80216
C -0.79512 -1.59765 3.22336
C -1.66331 -1.10547 4.20120
C -1.16765 -0.60868 5.40216
C 0.20028 -0.60295 5.63779
C 1.07472 -1.11337 4.68405
C 0.57784 -1.61364 3.48797
H 0.89143 -3.48653 0.06970
H 1.79315 -5.76756 -0.14216
H 0.60223 -7.67208 0.88479
H -1.49169 -7.29669 2.14021
H -2.39750 -5.02640 2.38735
H -3.38387 -0.11065 2.17474
H -5.79265 0.22136 1.80893
H -7.15156 -1.57524 0.78836
H -6.09369 -3.71147 0.14066
H -3.68378 -4.06024 0.49615
H -2.73364 -1.11791 4.04059
H -1.85145 -0.23963 6.15680
H 0.58552 -0.21930 6.57396
H 2.14054 -1.13372 4.87873
H 1.27137 -2.03041 2.76505
*
```

Let us look at the Löwdin charges, expressed in e, one per atom:
1. Mn 0.50
2. S 0.85
3. C -0.61
4. C -0.08
5. C -0.03
6. C -0.03
7. C -0.10
8. N -0.03
9. H 0.12
10. H 0.12
11. H 0.12
12. H 0.12
13. F 0.00
14. C -0.25
15. F -0.09
16. H 0.11
17. C -0.07
18. C -0.07
19. C -0.07
20. C -0.26
21. C -0.10
22. C -0.07
23. Si 0.50
24. C -0.29
25. C -0.10
26. C -0.07
27. C -0.07
28. C -0.07
29. C -0.11
30. C -0.30
31. C -0.09
32. C -0.05
33. C -0.05
34. C -0.07
35. C -0.12
36. H 0.11
37. H 0.11
38. H 0.09
39. H 0.08
40. H 0.11
41. H 0.07
42. H 0.11
43. H 0.11
44. H 0.11
45. H 0.11
46. H 0.10
47. H 0.12
48. H 0.12
49. H 0.12
50. H 0.11
51. C -0.07
52. Ge 0.95
53. C -0.29
54. C -0.10
55. C -0.08
56. C -0.07
57. C -0.07
58. C -0.11
59. C -0.29
60. C -0.13
61. C -0.07
62. C -0.07
63. C -0.07
64. C -0.09
65. C -0.27
66. C -0.10
67. C -0.08
68. C -0.08
69. C -0.08
70. C -0.14
71. H 0.09
72. H 0.11
73. H 0.11
74. H 0.11
75. H 0.10
76. H 0.09
77. H 0.11
78. H 0.11
79. H 0.11
80. H 0.10
81. H 0.09
82. H 0.11
83. H 0.11
84. H 0.11
85. H 0.09

=====

Number 1: total energy -16491.853 eV. Number 2: total energy -9367.606 eV. Number 3: total energy -158625.065 eV.